Below is C49H45BrCl2I2KN11O4P as an isolated structure, with properties calculated with the ωB97M-V functional and the def2-TZVPD basis.

Results
calculated total energy = -7828.7160 Eh
max |F| = 0.529 eV/Å
multiplicity = 1
LUMO energy = 1.1921 eV
total charge = -1
frontier orbital gap = 5.3 eV
energy relative to the best compared isomer or geometry (same formula, charge and spin) = 0.0 kcal/mol

Geometry (Å):
K  -0.183  0.210  -0.416
Cl  -7.253  1.192  -0.647
C  -5.602  1.277  -1.194
C  -4.783  0.172  -1.046
C  -3.453  0.185  -1.463
N  -2.698  -1.001  -1.388
C  -2.609  -1.623  -0.243
O  -2.975  -1.265  0.917
C  -1.937  -2.974  -0.384
C  -2.470  -3.920  -1.255
C  -1.859  -5.157  -1.357
C  -0.714  -5.402  -0.613
C  -0.238  -4.388  0.200
N  -0.837  -3.206  0.338
C  -2.914  1.369  -2.014
C  -3.763  2.470  -2.164
C  -5.088  2.429  -1.772
Cl  -6.065  3.856  -1.959
N  -1.564  1.421  -2.391
C  -0.910  2.548  -2.132
O  -1.273  3.587  -1.549
C  0.558  2.545  -2.530
C  0.989  2.867  -3.810
C  2.349  3.002  -4.041
C  3.234  2.796  -2.995
C  2.717  2.426  -1.762
N  1.412  2.307  -1.526
H  -5.181  -0.726  -0.594
H  -3.336  -3.657  -1.846
H  -2.253  -5.912  -2.026
H  -0.177  -6.338  -0.686
H  0.683  -4.525  0.761
H  -3.370  3.385  -2.576
H  0.261  3.019  -4.595
H  2.715  3.259  -5.027
H  4.304  2.888  -3.132
H  3.371  2.208  -0.922
O  -3.980  6.719  0.169
C  -4.322  5.621  0.896
O  -5.452  5.466  1.261
C  -3.190  4.692  1.187
C  -1.960  5.184  1.611
C  -0.915  4.321  1.887
C  -1.077  2.953  1.679
C  -2.315  2.464  1.261
C  -3.375  3.325  1.037
N  -0.049  1.993  1.853
C  1.163  2.328  1.645
C  2.271  1.350  1.650
C  3.548  1.816  1.979
C  4.433  0.816  2.494
C  4.194  -0.483  2.204
C  3.165  -0.696  1.133
N  1.972  0.084  1.417
H  -3.097  6.577  -0.198
H  -1.826  6.250  1.760
H  0.026  4.711  2.251
H  -2.451  1.401  1.088
H  -4.332  2.942  0.710
H  1.440  3.356  1.393
H  3.717  2.872  2.149
H  5.220  1.102  3.185
H  4.723  -1.306  2.669
H  3.583  -0.340  0.161
C  -0.532  -2.267  5.555
N  -1.725  -2.602  4.659
C  -2.874  -1.656  5.019
N  -2.468  -0.306  4.929
C  -1.316  -0.061  5.786
N  -0.170  -0.902  5.451
C  0.390  -0.567  4.121
P  -0.791  -0.773  2.699
C  -1.362  -2.474  3.203
C  -2.206  0.107  3.535
H  0.284  -2.917  5.241
H  -0.843  -2.512  6.574
H  -2.020  -3.558  4.850
H  -3.164  -1.913  6.041
H  -3.682  -1.873  4.321
H  -1.600  -0.255  6.825
H  -1.023  0.983  5.687
H  1.285  -1.168  3.946
H  0.725  0.471  4.131
H  -0.590  -3.215  2.993
H  -2.244  -2.687  2.597
H  -3.099  -0.059  2.931
H  -1.998  1.175  3.540
I  4.294  -3.417  0.275
C  2.709  -2.128  0.938
H  1.938  -2.204  0.175
H  2.341  -2.561  1.868
N  1.627  -4.342  -2.593
C  0.590  -3.712  -3.251
C  -0.203  -4.416  -4.165
C  -1.263  -3.757  -4.753
C  -1.515  -2.433  -4.424
C  -0.668  -1.813  -3.522
N  0.370  -2.431  -2.946
H  2.048  -5.120  -3.072
H  2.300  -3.732  -2.150
H  0.016  -5.453  -4.386
H  -1.895  -4.277  -5.463
H  -2.347  -1.885  -4.840
H  -0.826  -0.773  -3.253
Br  4.378  0.319  -6.065
C  5.326  0.444  -4.427
C  6.563  1.077  -4.458
C  7.290  1.222  -3.290
C  6.782  0.731  -2.095
C  5.552  0.099  -2.073
C  4.803  -0.050  -3.239
I  2.922  -0.942  -3.095
H  6.942  1.456  -5.397
H  8.251  1.721  -3.316
H  7.338  0.842  -1.173
H  5.159  -0.278  -1.136

=====

Below is C2H5NS2 as an isolated structure at a distorted geometry, with properties calculated with the ωB97M-V functional and the def2-TZVPD basis.

Results
calculated total energy = -930.1748 Eh
max |F| = 3.424 eV/Å
multiplicity = 1
LUMO energy (alpha / beta) = -0.7800 / -0.8102 eV
total charge = 0
frontier orbital gap (alpha / beta) = 7.3 / 7.2 eV
energy relative to the best compared isomer or geometry (same formula, charge and spin) = 103.3 kcal/mol

Geometry (Å):
C  0.126  -2.059  1.051
C  0.866  -0.013  -0.252
N  0.622  -1.168  0.417
S  -2.275  1.643  -0.089
S  2.627  -0.277  -0.128
H  0.615  -2.856  1.533
H  0.410  0.046  -1.286
H  0.478  0.899  0.361
H  -2.427  1.468  -1.346
H  -1.044  2.315  -0.261

=====

Below is C23H30N5O2RuS as an isolated structure at a distorted geometry, with properties calculated with the ωB97M-V functional and the def2-TZVPD basis.

Results
calculated total energy = -1810.7010 Eh
max |F| = 5.841 eV/Å
multiplicity = 5
⟨S²⟩ = 6.026
LUMO energy (alpha / beta) = -9.9233 / -11.5839 eV
total charge = +3
frontier orbital gap (alpha / beta) = 6.6 / 5.6 eV

Geometry (Å):
Ru  0.329  1.692  1.755
C  0.511  3.974  2.519
C  1.529  3.210  3.122
C  0.951  2.065  3.758
C  -0.431  2.167  3.624
C  -0.703  3.276  2.791
H  0.615  4.904  1.967
H  2.590  3.476  3.246
H  1.474  1.335  4.348
H  -1.188  1.535  4.085
H  -1.702  3.623  2.470
N  2.049  0.126  1.723
C  2.824  0.376  0.529
C  4.068  -0.531  0.167
C  3.901  -2.021  0.499
C  3.120  -2.799  -0.606
N  3.160  -2.264  -1.948
C  3.446  -2.830  -3.135
N  3.799  -4.126  -3.196
N  3.397  -2.082  -4.261
C  1.756  0.647  -0.608
O  1.978  0.243  -1.733
O  0.726  1.413  -0.260
H  2.621  0.097  2.565
H  1.513  -0.714  1.676
H  3.299  1.374  0.635
H  4.880  -0.125  0.821
H  4.311  -0.318  -0.889
H  3.477  -2.221  1.512
H  4.913  -2.395  0.423
H  2.044  -2.825  -0.329
H  3.523  -3.812  -0.592
H  2.783  -1.297  -1.976
H  3.741  -4.726  -2.376
H  4.029  -4.505  -4.111
H  3.146  -1.092  -4.197
H  3.611  -2.525  -5.139
N  -1.116  0.414  1.284
S  -2.802  0.367  1.391
C  -3.393  -1.031  0.433
C  -2.695  -2.230  0.582
C  -3.017  -3.309  -0.283
C  -3.991  -3.152  -1.255
C  -4.711  -1.963  -1.350
C  -4.445  -0.896  -0.505
C  -3.272  1.697  0.388
C  -4.364  2.490  0.706
C  -4.626  3.572  -0.098
C  -3.927  3.821  -1.299
C  -2.887  2.958  -1.654
C  -2.551  1.922  -0.779
H  -0.818  -0.250  0.527
H  -1.905  -2.282  1.293
H  -2.442  -4.225  -0.221
H  -4.228  -4.017  -1.854
H  -5.521  -1.895  -2.084
H  -4.964  0.073  -0.538
H  -4.924  2.273  1.628
H  -5.415  4.225  0.198
H  -4.160  4.701  -1.881
H  -2.279  3.100  -2.528
H  -1.637  1.311  -0.981